# C6H11N

An isolated molecule of C6H11N at a distorted geometry (wB97M-V/def2-TZVPD, the OMol25 dataset).

Each line ends with the Löwdin charge.
Cartesian coordinates (Å):
C 0.05 2.14 1.07  -0.012
C -0.37 0.88 0.84  -0.129
C 0.24 -0.18 -0.05  -0.250
C 1.23 0.04 -1.05  -0.083
N 2.19 1.15 -0.84  0.005
C -0.28 -1.56 0.10  -0.301
C -1.65 -1.68 -0.29  -0.170
H 0.74 2.69 0.40  0.049
H 0.03 2.65 2.04  0.064
H -1.29 0.55 1.37  0.108
H 1.53 -0.63 -1.84  0.092
H 1.89 2.00 -1.35  0.082
H 2.12 1.17 0.13  0.011
H -0.21 -1.64 1.20  0.126
H 0.24 -2.41 -0.35  0.122
H -2.31 -0.70 -0.40  0.116
H -1.85 -2.12 -1.32  0.087
H -2.29 -2.36 0.34  0.082

calculated total energy	-7887.1850	eV
LUMO level	0.6	eV
SMILES	C=C/C(=C\N)CC
energy relative to the best compared isomer or geometry (same formula, charge and spin)	77.2	kcal per mole
M	97.16	g/mol
maximum force	6.7	eV Å⁻¹

# C6H11N

An isolated molecule of C6H11N at a distorted geometry (wB97M-V/def2-TZVPD, the OMol25 dataset).

Each line ends with the Löwdin charge.
Cartesian coordinates (Å):
C 1.16 -0.21 1.41  -0.075
N -1.39 -1.03 -1.05  0.052
C -0.72 0.03 -0.31  -0.277
C 0.77 -0.44 -0.11  -0.330
C 1.18 -1.85 -0.09  0.067
C -0.18 2.45 0.23  0.010
C -0.99 1.33 -0.35  -0.177
H 2.23 -0.23 1.62  0.083
H 0.94 -1.03 2.01  0.036
H 0.62 0.60 1.85  0.049
H -0.58 -1.66 -1.22  0.053
H -1.97 -1.60 -0.48  0.064
H 1.58 -2.33 -0.95  0.054
H 1.02 -2.44 0.80  0.059
H 1.18 0.28 -0.72  0.106
H -0.64 2.90 1.14  0.054
H -0.04 3.15 -0.60  0.024
H -2.00 1.64 -0.80  0.149

calculated total energy	-7882.0136	eV
LUMO level	-2.4	eV
energy relative to the best compared isomer or geometry (same formula, charge and spin)	196.4	kcal per mole
M	97.16	g/mol
maximum force	4.8	eV Å⁻¹

# C6H11N

An isolated molecule of C6H11N at a distorted geometry (wB97M-V/def2-TZVPD, the OMol25 dataset).

Each line ends with the Löwdin charge.
Cartesian coordinates (Å):
C -0.50 0.68 -1.92  -0.095
C 0.54 0.64 -0.79  -0.224
C 0.06 0.04 0.52  -0.588
C 1.12 0.01 1.61  -0.063
C -0.46 -1.41 0.31  -0.051
C -1.03 0.94 1.03  -0.153
N -2.15 0.69 1.18  0.192
H -0.75 -0.32 -2.28  0.070
H -0.10 1.25 -2.77  0.073
H -1.43 1.17 -1.60  0.074
H 0.88 1.66 -0.57  0.117
H 1.41 0.05 -1.11  0.119
H 1.53 1.01 1.76  0.089
H 0.67 -0.33 2.56  0.094
H 1.91 -0.70 1.34  0.088
H -0.80 -1.88 1.24  0.089
H -1.27 -1.49 -0.42  0.079
H 0.38 -2.01 -0.08  0.091

calculated total energy	-7889.5080	eV
LUMO level	0.6	eV
SMILES	CCC(C)(C)C#N
energy relative to the best compared isomer or geometry (same formula, charge and spin)	23.6	kcal per mole
M	97.16	g/mol
maximum force	3.0	eV Å⁻¹